Record 1
DFT (ωB97M-V/def2-TZVPD) results for one molecule with the formula C4H9N3 in a non-equilibrium geometry.

```
16
Properties=species:S:1:pos:R:3:forces:R:3
C -1.169 -1.354 1.062 0.26 1.14 0.63
C -1.366 -0.114 0.551 -4.29 -1.85 -1.00
C 0.305 -1.753 0.990 -1.37 -4.40 0.03
C 0.819 2.016 -1.346 1.40 -1.22 -1.81
N 1.071 -0.727 0.595 2.04 5.46 -0.87
N -0.374 0.644 0.073 3.31 -0.40 1.98
N -0.242 1.065 -1.141 -1.59 -1.98 -2.20
H -1.899 -1.833 1.746 0.37 0.11 -0.96
H -2.480 0.149 0.264 2.35 0.03 0.89
H 0.557 -2.188 1.981 0.13 0.15 -0.36
H 0.461 -2.636 0.179 -0.71 1.37 1.81
H 1.284 1.944 -2.434 -1.25 -0.06 2.10
H 0.261 2.962 -1.302 1.50 0.38 0.76
H 1.644 1.590 -0.659 -1.03 1.93 -0.65
H 1.575 -0.115 1.315 -1.52 -1.48 -0.93
H -0.448 0.352 -1.874 0.40 0.80 0.58
```
Forces are in eV/Å.

Properties
Total energy ... -8758.61677 eV
Gap between HOMO and LUMO (spin up / spin down) ... 8.278 / 8.282 eV
Multiplicity ... 1

Record 2
DFT (ωB97M-V/def2-TZVPD) results for a 2-piece molecular cluster, C9H7N3O3 overall in a non-equilibrium geometry.

```
22
Properties=species:S:1:pos:R:3:forces:R:3
N -4.306 0.284 0.337 -1.11 -1.06 -0.11
C -3.573 1.155 0.337 0.62 0.59 0.25
C -2.579 2.143 0.362 -0.20 2.79 -0.48
N -1.525 1.905 1.099 0.80 1.36 -0.93
O -1.297 0.988 1.833 0.05 -0.42 0.66
O -0.506 2.920 0.955 -0.07 -0.53 -0.03
H -2.746 3.213 -0.043 0.65 -2.31 0.46
H 0.342 2.445 0.746 -1.16 0.07 0.38
O -1.573 0.950 -3.077 -0.65 -0.16 -1.20
C -1.015 0.362 -2.252 0.63 0.85 1.25
N -0.484 0.058 -1.213 0.04 -0.76 -0.65
C 0.532 -0.759 -0.693 0.82 1.49 0.73
C 1.703 -1.122 -1.375 -1.01 -0.62 -1.49
C 2.670 -1.870 -0.730 -1.54 1.57 0.75
C 2.633 -2.062 0.623 0.16 -1.69 2.33
C 1.513 -1.644 1.335 -1.21 1.98 -1.30
C 0.498 -0.867 0.687 3.51 -3.43 -1.04
H 1.770 -0.955 -2.472 -0.04 -0.08 0.91
H 3.481 -2.232 -1.218 2.24 -0.86 -1.74
H 3.445 -2.675 1.136 -1.18 0.98 -0.76
H 1.286 -1.719 2.373 0.75 -0.55 0.80
H -0.267 -0.517 1.250 -2.10 0.80 1.23
```
Forces are in eV/Å.

Properties
Total energy ... -20054.25074 eV
Gap between HOMO and LUMO (spin up / spin down) ... 8.807 / 8.806 eV
Multiplicity ... 1
Structure (SMILES) ... N#C/C=[N+](\[O-])O.O=C=Nc1ccccc1

Record 3
DFT (ωB97M-V/def2-TZVPD) results for one molecule with the formula CH2N2OS2 in a non-equilibrium geometry.

```
8
Properties=species:S:1:pos:R:3:forces:R:3
N 0.190 0.334 1.325 -1.53 0.25 1.89
C 0.584 0.406 0.053 -0.03 -0.10 0.02
S 2.067 0.330 -0.580 0.12 -0.29 0.06
S -0.861 0.658 -1.007 0.34 2.19 0.57
N -1.214 -0.652 -1.872 -0.15 -3.24 -1.00
O -0.688 -1.748 -1.764 -0.31 1.59 0.06
H -0.693 0.688 1.687 -0.23 -0.08 -1.29
H 0.613 -0.017 2.157 1.79 -0.33 -0.31
```
Forces are in eV/Å.

Properties
Total energy ... -27764.40081 eV
Gap between HOMO and LUMO ... 8.437 eV
Multiplicity ... 1
Structure (SMILES) ... NC(=S)SN=O

Record 4
DFT (ωB97M-V/def2-TZVPD) results for C25H50BBrNO40S9 as an isolated structure in a non-equilibrium geometry.

```
127
Properties=species:S:1:pos:R:3:forces:R:3
C 5.141 1.197 -6.221 -0.43 0.69 -0.48
C 4.262 2.403 -6.973 1.59 0.67 -5.79
O 4.715 2.743 -8.210 -3.05 -1.62 7.60
O 3.070 3.045 -6.388 1.24 -7.58 -8.14
C 1.841 2.571 -7.107 -0.61 -1.76 -0.31
C 1.498 1.093 -6.465 -0.20 -0.33 -0.40
C -0.076 0.648 -6.570 -0.20 0.29 -0.21
C -0.492 -0.660 -5.674 -1.65 0.66 0.07
B 0.693 -1.783 -5.480 -0.82 0.42 -1.12
Br 0.148 -3.062 -3.981 -0.04 -0.54 0.21
C 0.824 -2.604 -6.910 -2.45 -0.42 -0.50
O 2.186 -2.595 -7.475 -1.56 -0.73 0.63
N 3.089 -3.122 -6.626 2.81 3.09 -2.42
O 4.155 -2.580 -6.966 -1.68 -2.37 1.75
H 5.516 0.429 -7.051 -1.14 1.88 1.73
H 4.497 0.641 -5.417 1.38 1.22 -1.47
H 6.104 1.720 -5.801 -1.99 -1.04 -0.51
H 2.040 2.425 -8.264 -0.36 0.65 2.36
H 0.988 3.353 -6.930 1.81 -1.36 -0.15
H 2.143 0.311 -7.085 -1.29 1.50 1.42
H 1.853 1.031 -5.351 -0.69 0.34 -2.10
H -0.789 1.539 -6.222 1.61 -1.66 -0.94
H -0.289 0.414 -7.708 0.32 0.61 2.18
H -1.371 -1.206 -6.270 1.51 1.20 1.24
H -1.000 -0.309 -4.654 1.32 -0.60 -2.36
H 1.740 -1.358 -5.157 0.69 0.36 0.23
H 0.355 -3.674 -6.784 1.27 1.68 -0.57
H 0.136 -2.042 -7.703 1.80 -1.25 1.25
C -2.086 -2.302 -0.456 0.18 0.00 0.64
C -3.310 -1.431 -0.184 -0.23 -0.77 -0.07
O -3.002 -0.164 -0.760 0.76 0.19 -0.41
S -2.053 -0.391 -2.067 0.44 -0.78 -0.41
O -2.893 -0.369 -3.243 1.07 0.30 1.45
O -0.875 0.432 -1.925 -1.63 -0.60 -0.31
O -1.644 -1.940 -1.763 -0.94 1.45 -0.31
H -1.280 -2.079 0.250 -0.39 -0.13 -0.42
H -2.321 -3.369 -0.415 0.11 0.27 -0.27
H -3.520 -1.330 0.883 0.17 0.23 -0.18
H -4.196 -1.827 -0.694 0.04 -0.06 0.08
C -4.688 -4.442 4.541 0.25 0.29 0.65
C -5.239 -3.095 4.081 -0.46 -0.31 0.26
O -4.543 -2.800 2.873 0.46 -0.75 -0.07
S -4.203 -4.197 2.102 0.48 0.26 -1.06
O -5.217 -4.415 1.095 0.97 -0.06 1.08
O -2.788 -4.226 1.813 -7.03 3.20 -3.30
O -4.499 -5.204 3.350 -0.17 0.66 -0.93
H -3.714 -4.324 5.028 -0.04 0.09 -0.05
H -5.372 -4.959 5.219 0.24 0.03 -0.48
H -5.081 -2.306 4.820 0.16 -0.04 -0.27
H -6.307 -3.166 3.847 0.03 -0.01 0.11
C 1.775 7.095 -4.454 -0.72 -0.05 0.22
C 1.978 6.694 -2.995 0.08 0.61 0.10
O 2.647 5.436 -3.044 0.15 0.17 -0.83
S 3.605 5.397 -4.364 0.15 -0.13 0.77
O 4.949 5.743 -3.956 -1.07 -0.14 -0.64
O 3.294 4.206 -5.119 1.69 6.03 6.24
O 2.960 6.682 -5.131 0.59 -0.28 0.62
H 0.927 6.561 -4.895 0.05 0.06 0.08
H 1.625 8.172 -4.569 0.25 -0.17 -0.08
H 1.034 6.607 -2.452 0.21 -0.21 -0.10
H 2.631 7.405 -2.478 -0.14 0.06 -0.02
C 6.777 9.385 -5.267 0.32 -0.42 0.60
C 5.595 8.881 -4.443 0.15 -0.80 -0.62
O 4.921 10.057 -3.999 0.37 1.33 -0.44
S 5.088 11.222 -5.128 -0.28 -0.23 -0.18
O 3.897 11.229 -5.948 1.58 0.40 1.04
O 5.610 12.407 -4.488 -0.88 -1.22 -0.71
O 6.288 10.520 -5.980 -1.06 0.45 0.37
H 7.595 9.716 -4.620 -0.04 -0.06 -0.04
H 7.147 8.629 -5.964 -0.20 0.27 -0.02
H 5.910 8.272 -3.593 -0.19 0.26 -0.04
H 4.898 8.307 -5.064 0.18 -0.02 0.12
C -10.270 -4.533 6.785 -0.53 0.51 -0.21
C -9.666 -4.002 5.488 -0.39 -0.67 -0.30
O -8.449 -3.368 5.875 0.35 -0.20 1.15
S -7.830 -4.153 7.164 0.08 0.17 0.19
O -6.829 -5.082 6.689 -1.22 1.14 1.05
O -7.576 -3.188 8.208 0.00 -1.33 -1.46
O -9.166 -5.002 7.556 1.02 0.29 -0.48
H -10.763 -3.733 7.346 0.01 -0.06 -0.09
H -10.982 -5.344 6.607 0.31 0.01 0.12
H -10.325 -3.294 4.980 0.30 0.06 0.17
H -9.418 -4.821 4.804 -0.11 0.06 0.04
C 1.733 -0.916 4.072 0.52 -0.22 0.32
C 2.126 -2.132 3.237 0.30 0.55 -0.46
O 1.020 -3.026 3.335 -0.91 0.51 0.61
S -0.353 -2.156 3.476 -0.40 -0.42 -0.49
O -0.957 -2.051 2.166 0.69 0.10 2.53
O -1.072 -2.622 4.639 0.67 0.55 -1.45
O 0.339 -0.724 3.833 -0.30 -0.79 -0.46
H 1.871 -1.110 5.141 0.05 0.00 -0.08
H 2.295 -0.022 3.790 -0.32 -0.09 -0.06
H 3.040 -2.608 3.600 -0.32 -0.12 0.02
H 2.250 -1.862 2.183 0.06 0.02 0.12
C -1.066 -8.402 3.649 0.42 -0.53 0.15
C -0.133 -7.506 4.459 -0.30 -0.10 0.15
O 0.339 -6.527 3.536 -0.19 -0.44 -0.79
S -0.828 -6.231 2.435 0.17 0.61 0.05
O -1.544 -5.043 2.845 5.67 -4.80 2.64
O -0.263 -6.393 1.116 -0.77 0.50 1.71
O -1.762 -7.527 2.763 0.37 0.95 0.04
H -0.499 -9.118 3.045 0.04 0.06 0.06
H -1.773 -8.943 4.284 0.05 0.33 -0.33
H 0.702 -8.060 4.895 -0.09 0.30 -0.28
H -0.678 -6.986 5.254 0.08 -0.04 -0.19
C 5.289 11.139 1.178 0.66 0.08 -0.20
C 5.164 11.158 -0.343 -0.20 0.71 0.12
O 4.737 9.845 -0.699 -0.24 -0.64 0.94
S 3.802 9.250 0.498 -0.26 -0.39 -0.07
O 2.418 9.459 0.136 1.71 -0.52 0.61
O 4.328 7.963 0.890 -0.91 1.60 -0.66
O 4.200 10.343 1.641 -0.46 -0.42 -0.82
H 6.221 10.656 1.491 -0.04 0.08 -0.05
H 5.238 12.142 1.610 -0.21 -0.25 0.00
H 6.108 11.404 -0.835 -0.18 -0.29 -0.01
H 4.391 11.864 -0.665 0.14 0.01 0.04
C -1.875 -8.706 9.821 0.23 0.44 0.56
C -2.426 -7.359 9.361 -0.64 -0.30 0.33
O -1.730 -7.063 8.152 0.69 -0.95 -0.43
S -1.389 -8.460 7.382 -0.09 -0.01 0.08
O -2.404 -8.679 6.375 1.47 0.08 1.29
O 0.026 -8.490 7.093 -1.91 -0.08 0.35
O -1.686 -9.467 8.629 -0.14 0.64 -0.92
H -0.901 -8.587 10.307 -0.11 0.02 0.00
H -2.559 -9.222 10.499 0.09 -0.06 -0.32
H -2.268 -6.570 10.100 0.16 -0.05 -0.31
H -3.494 -7.429 9.127 0.08 0.00 0.10
```
Forces are in eV/Å.

Properties
Total energy ... -278343.66152 eV
Gap between HOMO and LUMO ... 5.626 eV
Multiplicity ... 1
Charge ... -1

What did the first record say?
DFT (ωB97M-V/def2-TZVPD) results for one molecule with the formula C4H9N3 in a non-equilibrium geometry.

```
16
Properties=species:S:1:pos:R:3:forces:R:3
C -1.169 -1.354 1.062 0.26 1.14 0.63
C -1.366 -0.114 0.551 -4.29 -1.85 -1.00
C 0.305 -1.753 0.990 -1.37 -4.40 0.03
C 0.819 2.016 -1.346 1.40 -1.22 -1.81
N 1.071 -0.727 0.595 2.04 5.46 -0.87
N -0.374 0.644 0.073 3.31 -0.40 1.98
N -0.242 1.065 -1.141 -1.59 -1.98 -2.20
H -1.899 -1.833 1.746 0.37 0.11 -0.96
H -2.480 0.149 0.264 2.35 0.03 0.89
H 0.557 -2.188 1.981 0.13 0.15 -0.36
H 0.461 -2.636 0.179 -0.71 1.37 1.81
H 1.284 1.944 -2.434 -1.25 -0.06 2.10
H 0.261 2.962 -1.302 1.50 0.38 0.76
H 1.644 1.590 -0.659 -1.03 1.93 -0.65
H 1.575 -0.115 1.315 -1.52 -1.48 -0.93
H -0.448 0.352 -1.874 0.40 0.80 0.58
```
Forces are in eV/Å.

Properties
Total energy ... -8758.61677 eV
Gap between HOMO and LUMO (spin up / spin down) ... 8.278 / 8.282 eV
Multiplicity ... 1